[1]
Here is a molecular structure, C24H29HgN5O6Sb from OMol25. Energies are from ωB97M-V with the def2-TZVPD basis set.

Each line ends with the Löwdin charge.
Atoms and positions in Å:
Hg: -0.44000 -0.44000 0.33430  1.0872
C: -2.41490 1.46770 2.73180  -0.0252
C: -1.56750 2.50430 2.07400  -0.3403
C: -2.07610 3.77440 1.80220  -0.0457
C: -1.24900 4.73120 1.23880  -0.0907
C: 0.05810 4.38770 0.94260  -0.1390
C: 0.45770 3.08080 1.17320  -0.4818
N: -0.31690 2.18660 1.74340  0.0445
Sb: 2.49070 2.55720 0.59520  1.4857
C: 2.76150 0.82230 1.86540  -0.4680
C: 3.57750 0.98240 2.97510  -0.1339
C: 3.76830 -0.10170 3.81400  -0.0627
C: 3.17320 -1.30680 3.48900  -0.0199
C: 2.40800 -1.39430 2.32800  -0.3382
C: 1.79340 -2.68350 1.89510  -0.0409
N: 2.21280 -0.33030 1.55730  0.0275
C: 2.10770 1.63480 -1.33590  -0.4737
C: 2.27160 2.39230 -2.48590  -0.1325
C: 2.07770 1.77250 -3.71030  -0.0868
C: 1.78660 0.41840 -3.74020  -0.0320
C: 1.72150 -0.27950 -2.53830  -0.3489
C: 1.51810 -1.75520 -2.47980  -0.0347
N: 1.86470 0.34630 -1.37360  0.0418
H: -3.46050 1.76580 2.72900  0.0798
H: -2.10300 1.30820 3.76290  0.0943
H: -2.30290 0.50780 2.22480  0.0233
H: -3.10550 4.00340 2.03990  0.1105
H: -1.61990 5.72530 1.02280  0.1096
H: 0.74230 5.10730 0.51230  0.0864
H: 4.04500 1.93740 3.17270  0.0814
H: 4.37630 -0.01030 4.70230  0.1074
H: 3.29840 -2.17570 4.11680  0.1132
H: 2.39910 -3.53180 2.21230  0.0821
H: 1.68530 -2.68220 0.81080  0.0568
H: 0.79930 -2.77610 2.33700  0.0832
H: 2.53960 3.43720 -2.42070  0.0887
H: 2.17690 2.33210 -4.63070  0.1076
H: 1.63930 -0.09340 -4.67990  0.1129
H: 1.60410 -2.20940 -3.46320  0.0796
H: 0.52350 -1.96050 -2.07680  0.0542
H: 2.24980 -2.19260 -1.80220  0.0805
O: -3.46970 0.68780 -2.78770  0.0978
C: -2.76140 -0.30950 -2.24550  -0.5220
O: -1.61680 -0.51440 -2.54060  0.0688
C: -3.59240 -1.09820 -1.26150  -0.1449
O: -2.82040 -2.12670 -0.71340  -0.1860
C: -3.47640 -2.93090 0.23610  -0.1243
C: -3.03740 -2.76460 1.78060  -0.7164
O: -3.60720 -3.56700 2.49700  0.0026
O: -2.22370 -1.87120 2.03820  -0.1048
H: -2.86470 1.21990 -3.34450  0.0940
H: -4.46330 -1.49980 -1.80530  0.1467
H: -3.96070 -0.39350 -0.50150  0.1479
H: -3.25010 -3.97370 0.00110  0.1196
H: -4.55930 -2.76940 0.22830  0.1176
C: -1.53230 3.38060 -4.41170  -0.0778
N: -1.27070 2.50270 -3.28770  -0.0030
C: -1.49290 2.83190 -1.97040  -0.6120
N: -2.37510 3.83810 -1.72680  0.2071
O: -0.92940 2.23720 -1.07340  -0.0021
H: -1.08370 2.93660 -5.29570  0.0884
H: -1.10260 4.37500 -4.26610  0.0880
H: -2.60500 3.48850 -4.59490  0.0815
H: -0.46980 1.88680 -3.38130  0.1082
H: -2.99680 4.18400 -2.43430  0.0951
H: -2.65410 3.92990 -0.76410  0.0866

Forces on atoms 1 to 3 (eV/Å):
-0.15 -0.19 0.40
0.10 -0.16 -0.12
-0.27 0.37 -0.02

Summary:
* E: -55805.405 eV
* <S²>: 0.754
* HOMO-LUMO gap (spin up / spin down): 7.7 / 5.8 eV
* 2S+1: 2
* molar mass: 805.88 g mol⁻¹
* LUMO level (spin up / spin down): 0.2 / -1.7 eV

---

[2]
Here is a molecular structure, C24H29IrN9 from OMol25. Energies are from ωB97M-V with the def2-TZVPD basis set.

Each line ends with the Löwdin charge.
Atoms and positions in Å:
Ir: 0.34047 -0.40284 0.48307  1.4756
C: -0.82989 -0.89728 3.24987  -0.0708
N: 0.48249 -0.69749 2.61298  -0.1554
C: 1.34974 0.32176 3.23564  -0.0698
C: 2.44047 0.56615 2.25603  -0.2950
N: 2.29115 0.19776 0.98827  -0.0013
C: 3.48071 0.57230 0.32593  -0.1898
C: 3.90752 0.37990 -0.98480  -0.0276
C: 5.15962 0.85235 -1.31414  -0.0282
C: 5.97649 1.50047 -0.36943  -0.0251
C: 5.56872 1.67996 0.93286  0.0256
C: 4.31227 1.18366 1.25799  -0.1498
N: 3.61400 1.14521 2.47192  0.2214
C: -1.69755 -1.54801 2.23405  -0.3016
N: -1.39568 -1.49134 0.94701  -0.0142
C: -2.46427 -2.10563 0.25988  -0.1874
C: -2.70184 -2.32434 -1.09511  -0.0164
C: -3.85084 -3.00502 -1.43473  -0.0343
C: -4.76095 -3.45458 -0.46090  -0.0273
C: -4.54350 -3.23370 0.87956  0.0255
C: -3.37806 -2.55156 1.21209  -0.1552
N: -2.84842 -2.18068 2.45010  0.2144
H: -1.24759 0.07987 3.50242  0.1385
H: -0.76639 -1.47323 4.17483  0.1582
H: 0.97622 -1.59035 2.58901  0.1556
H: 1.73121 0.01864 4.21235  0.1579
H: 0.76553 1.23456 3.36886  0.1422
H: 3.29746 -0.15047 -1.70257  0.1050
H: 5.53498 0.71143 -2.31879  0.1260
H: 6.95038 1.86075 -0.67081  0.1288
H: 6.19688 2.18028 1.65763  0.1330
H: 3.96393 1.47317 3.36109  0.1971
H: -2.02676 -1.96558 -1.85490  0.0900
H: -4.06179 -3.21181 -2.47527  0.1233
H: -5.65251 -3.98134 -0.77204  0.1290
H: -5.24188 -3.57807 1.63099  0.1334
H: -3.27023 -2.36496 3.34892  0.1952
C: 0.19393 -2.72853 -4.49780  0.0239
C: 0.44310 -1.63921 -3.51513  -0.2482
C: 0.78517 -0.31080 -3.70923  0.0616
C: 0.83106 0.28521 -2.45525  -0.3066
N: 0.53511 -0.64718 -1.51472  -0.1462
N: 0.29391 -1.80260 -2.19416  0.0430
C: 1.12115 1.71456 -2.14475  -0.0041
H: 0.74561 -2.53747 -5.41465  0.1037
H: -0.86525 -2.75065 -4.76247  0.1036
H: 0.46422 -3.70900 -4.10802  0.0986
H: 0.98432 0.16202 -4.65690  0.1428
H: 0.07771 -2.65991 -1.71041  0.1659
H: 0.73410 2.34434 -2.94375  0.1048
H: 2.19442 1.89075 -2.08172  0.0823
H: 0.67474 2.01607 -1.20177  0.0420
C: -2.24261 4.10102 -0.28961  0.0310
N: -2.24633 3.06892 0.77190  -0.1459
C: -3.20362 3.23123 1.88721  0.0240
C: -1.41360 2.09202 0.75021  -0.1642
N: -0.64643 1.22073 0.75975  0.0329
H: -3.19782 4.08344 -0.81024  0.1110
H: -1.43608 3.91388 -0.99252  0.0947
H: -2.10700 5.07782 0.17008  0.1107
H: -4.21815 3.21957 1.49411  0.1107
H: -3.02269 4.18763 2.37392  0.1103
H: -3.08114 2.42615 2.60607  0.0913

Forces on atoms 1 to 3 (eV/Å):
0.90 -2.24 2.74
-0.22 0.12 0.21
-0.12 0.29 -0.56

Summary:
* E: -41584.839 eV
* relative energy (zero: lowest compared OMol25 entry of this formula, charge and spin): 0.989 eV
* HOMO-LUMO gap: 6.4 eV
* charge: +3
* molar mass: 635.78 g mol⁻¹
* LUMO level: -10.4 eV